DFT (the ωB97M-V functional and the def2-TZVPD basis) results for a 2-piece molecular cluster, C4H11N2O2 overall.

```
19
Properties=species:S:1:pos:R:3:forces:R:3
O 1.18729 3.40849 0.57521 0.0 0.3 -0.2
C 1.79725 2.42791 0.89057 -0.2 0.1 0.5
C 1.33906 1.07580 0.38662 0.0 0.0 -0.2
N 0.29794 1.29889 -0.65141 0.1 -0.2 0.0
H 2.63030 2.47025 1.61062 0.0 -0.2 -0.2
H 2.16389 0.50402 -0.03172 0.0 -0.1 0.0
H 0.90236 0.51041 1.20945 0.0 0.0 0.0
H 0.72865 1.51785 -1.54649 0.0 0.1 -0.1
H -0.31155 0.44097 -0.78248 -0.1 0.0 -0.1
H -0.25821 2.11942 -0.39465 0.0 0.0 0.0
C -2.24045 -2.35412 0.56409 0.2 0.1 0.0
C -1.14586 -1.90378 -0.35298 -0.1 -0.3 0.0
N -0.03724 -2.65820 -0.44927 0.0 -0.1 -0.3
O -1.23537 -0.84716 -0.98249 0.1 0.5 0.1
H -2.32286 -3.43377 0.63582 0.0 -0.1 0.0
H -3.16126 -1.90556 0.22011 -0.2 0.0 0.0
H -2.02430 -1.95185 1.55310 0.0 0.0 0.1
H 0.56384 -2.44595 -1.23803 0.0 -0.2 0.3
H -0.04169 -3.60096 -0.09331 0.1 0.0 0.0
```
Forces are in eV/Å.

Values from the calculation:
ΔE to the lowest compared entry with this formula, charge and spin: 31.2 kJ/mol
Lowest unoccupied orbital energy: -3.17 eV
Total charge: +1

Atomic partial charges in e from the natural (NBO) method, atoms 1 to 6: -0.488, 0.418, -0.338, -0.697, 0.165, 0.247

DFT (the ωB97M-V functional and the def2-TZVPD basis) results for C21H19BN9O3S4V as an isolated structure.

```
58
Properties=species:S:1:pos:R:3:forces:R:3
V -0.98428 1.01383 1.04505 0.1 0.1 0.0
C -1.88755 -2.87109 -0.49268 0.0 0.0 -0.1
C -2.22937 -1.55731 -0.19133 0.0 0.0 -0.1
N -1.27350 -0.99528 0.54335 0.0 0.1 -0.1
N -0.31569 -1.92892 0.73860 0.0 -0.1 -0.1
C -0.66133 -3.06402 0.11159 0.0 0.0 0.1
B 0.92663 -1.48420 1.53101 0.1 0.1 0.1
N 0.42380 -0.85454 2.87372 0.0 0.0 0.0
C 0.66387 -1.25450 4.12949 0.0 0.0 0.0
C -0.02609 -0.42382 4.99408 0.0 0.0 0.0
C -0.68705 0.47641 4.16292 0.0 -0.1 0.0
N -0.41148 0.20472 2.89025 0.0 0.1 0.0
N 1.63969 -0.36109 0.73229 0.0 -0.1 0.0
C 2.75038 -0.38407 -0.01706 0.0 0.1 0.0
C 2.91253 0.85655 -0.60337 0.1 0.1 0.2
C 1.81267 1.58982 -0.17712 0.2 0.0 0.1
N 1.04464 0.84575 0.61894 0.1 0.0 0.1
N 1.89602 -2.59542 1.86052 0.0 0.0 0.0
C 3.16060 -2.44330 2.33729 0.0 0.0 0.0
C 3.59507 -3.66602 2.77623 0.0 0.0 0.0
C 2.50221 -4.52362 2.54031 0.0 0.0 0.0
N 1.48395 -3.87662 2.00690 0.0 0.0 0.0
H -2.44039 -3.57931 -1.08258 0.0 0.0 0.0
H -3.09266 -0.98034 -0.48266 0.0 0.0 0.0
H -0.02343 -3.92703 0.16140 0.0 0.0 0.0
H 1.29922 -2.10206 4.32694 0.0 0.0 0.0
H -0.04983 -0.47235 6.06786 0.0 0.0 0.0
H -1.34818 1.29198 4.40619 0.0 0.0 0.0
H 3.34859 -1.27501 -0.09834 0.0 0.0 0.0
H 3.69419 1.16192 -1.27490 0.0 0.0 0.0
H 1.51397 2.59555 -0.42487 0.0 0.0 0.0
H 3.64645 -1.48179 2.34016 0.0 0.0 0.0
H 4.55508 -3.90768 3.19754 0.0 0.0 0.0
H 2.41944 -5.58099 2.73511 0.0 0.0 0.0
O 0.73960 -2.09337 -3.33189 0.0 0.0 0.0
S 1.04239 -0.69327 -3.28686 -0.1 0.0 -0.1
O 2.41603 -0.28434 -3.35734 0.0 0.0 -0.1
N 0.33066 -0.00758 -1.95324 -0.3 -0.2 -0.1
C -0.58352 0.84159 -2.29019 0.2 0.0 0.0
S -1.49937 1.80461 -1.19679 -0.1 -0.1 0.0
C -0.78840 1.01643 -3.76219 0.0 0.0 -0.1
C -1.67509 1.84158 -4.43152 0.0 0.0 0.0
C -1.67417 1.81444 -5.82093 0.0 0.0 0.0
C -0.80703 0.98230 -6.52210 0.0 0.0 0.0
C 0.08487 0.15417 -5.84911 0.0 0.0 0.0
C 0.06851 0.19731 -4.47245 0.0 0.0 0.1
H -2.34868 2.48409 -3.88028 0.0 0.0 0.0
H -2.35937 2.44896 -6.36749 0.0 0.0 0.0
H -0.82671 0.97964 -7.60391 0.0 0.0 0.0
H 0.76464 -0.49677 -6.38218 0.0 0.0 0.0
C -3.12925 5.39250 2.15644 0.0 0.0 0.0
O -3.56882 4.03041 2.05821 0.0 0.0 0.0
C -2.67171 3.08161 1.88485 0.0 0.1 0.2
S -1.01132 3.39285 1.78299 0.0 -0.1 -0.1
S -3.24948 1.49043 1.79719 -0.1 0.0 -0.1
H -4.03468 5.97404 2.29411 0.0 0.0 0.0
H -2.61525 5.68792 1.24338 0.0 0.0 0.0
H -2.46201 5.51429 3.00850 0.0 0.0 0.0
```
Forces are in eV/Å.

Values from the calculation:
ΔE to the lowest compared entry with this formula, charge and spin: 0.0 kJ/mol
Lowest unoccupied orbital energy (spin up / spin down): -0.92 / -0.21 eV
Spin multiplicity: 3
⟨S²⟩: 2.016
Total charge: 0

Atomic partial charges in e from the natural (NBO) method, atoms 1 to 6: 1.039, -0.330, 0.004, -0.375, -0.328, 0.042

Number 2 is which compound? C21H19BN9O3S4V

Which formula does entry 2 have? C21H19BN9O3S4V

Look up the ΔE to the lowest compared entry with this formula, charge and spin of the first one. 31.2 kJ/mol